i:
This record from the Open Molecules 2025 dataset describes a cluster of 2 separate species, C6H9NO2 in total. The level of theory is ωB97M-V/def2-TZVPD.

Calculated values
- Highest occupied orbital energy (alpha / beta): -0.3053 / -0.3677 Ha
- Molecular weight: 127.14 g/mol

Structure (ORCA input):
```
! RIJCOSX wB97M-V def2-TZVPD def2/J DEFGRID3
* xyz 0 1
C -1.6719 -0.6527 0.8955
C -0.7166 -0.6093 1.8918
C -1.1378 -0.4376 -0.4409
C 0.5351 -0.4626 1.3064
C 0.3760 -0.5684 -0.1785
C 1.1867 0.5130 -0.9245
N 1.8236 -0.7060 1.8985
O 1.8921 -0.5198 3.1093
O 2.7354 -1.0407 1.2013
H -2.7439 -0.8074 1.1348
H -0.9336 -0.3555 2.8460
H -1.6707 -1.1254 -1.1553
H -1.4197 0.5638 -0.9536
H 1.5797 1.5844 1.3915
H 0.6921 -1.6512 -0.3807
H 1.4823 0.2683 -2.0866
H 2.1615 0.5827 -0.4905
H 0.6119 1.4470 -1.0902
*
```

These are the Mulliken partial charges, in e, on atoms 1 to 5:
1 C -0.2490
2 C -0.9225
3 C -0.9351
4 C -0.2795
5 C 1.1829

=====

ii:
This record from the Open Molecules 2025 dataset describes a structure of composition C6H9NO2. The level of theory is ωB97M-V/def2-TZVPD.

Calculated values
- Highest occupied orbital energy (alpha / beta): -0.2827 / -0.2826 Ha
- Molecular weight: 127.14 g/mol

Structure (ORCA input):
```
! RIJCOSX wB97M-V def2-TZVPD def2/J DEFGRID3
* xyz 0 1
C 0.1720 -0.6610 0.6903
C 0.9535 0.9799 0.2056
C -1.2971 -0.7906 0.6523
C 0.6140 1.2590 -1.2306
C 1.0216 -1.8098 0.2969
N -1.6564 0.3348 -0.2322
C -0.6849 1.6061 -0.5660
O 0.6212 0.3788 1.4529
O -1.3118 2.6451 -0.7593
H -2.4581 0.8413 0.1331
H 1.9473 1.3888 0.3730
H -1.7475 -0.6595 1.6400
H -1.6356 -1.7331 0.2154
H 1.1386 2.1564 -1.5627
H 0.6556 0.4427 -1.9435
H 2.0771 -1.5485 0.2166
H 0.6658 -2.2425 -0.6452
H 0.9247 -2.5878 1.0633
*
```

These are the Mulliken partial charges, in e, on atoms 1 to 5:
1 C 0.9871
2 C -0.5113
3 C -0.5460
4 C -0.4185
5 C -1.4864

=====

Stability, highest: ii

=====

i:
This record from the Open Molecules 2025 dataset describes the molecule C14H28N2O4S. The level of theory is ωB97M-V/def2-TZVPD.

Calculated values
- Highest occupied orbital energy: -0.3101 Ha
- SMILES string: CCCCOCCCNC(=O)N[C@@H](CCSC)C(=O)OC
- Molecular weight: 320.45 g/mol

Structure (ORCA input):
```
! RIJCOSX wB97M-V def2-TZVPD def2/J DEFGRID3
* xyz 0 1
C 4.1564 1.5728 1.7054
C 4.6024 0.4056 0.8317
C 3.4658 -0.1724 -0.0113
C 2.4676 -0.9736 0.8273
O 1.2683 -1.2882 0.1445
C 1.3729 -2.3419 -0.7956
C 0.0357 -2.5343 -1.5081
C -1.0779 -3.0544 -0.5903
N -1.3676 -2.1418 0.4941
C -2.0572 -0.9925 0.2078
O -2.7709 -0.8556 -0.7663
N -1.9479 -0.0192 1.1661
C -2.3951 1.3177 0.8415
C -1.4661 2.0231 -0.1601
C -0.0084 1.9304 0.2575
S 1.1116 2.7884 -0.8957
C 0.8986 1.7435 -2.3652
C -3.8042 1.2261 0.2401
O -4.1756 1.8477 -0.7163
O -4.5836 0.4467 0.9890
C -5.8861 0.2054 0.4740
H 3.6698 2.3329 1.0985
H 3.4601 1.2489 2.4750
H 5.0153 2.0219 2.1983
H 5.0334 -0.3820 1.4548
H 5.3838 0.7566 0.1548
H 2.9372 0.6476 -0.4993
H 3.8867 -0.8165 -0.7866
H 2.9384 -1.8955 1.1998
H 2.1465 -0.3767 1.6850
H 2.1463 -2.1099 -1.5401
H 1.6673 -3.2683 -0.2762
H 0.1808 -3.2379 -2.3285
H -0.2849 -1.5786 -1.9260
H -1.9953 -3.1657 -1.1718
H -0.8020 -4.0201 -0.1597
H -0.6096 -2.0420 1.1539
H -1.2408 -0.1104 1.8769
H -2.4642 1.8842 1.7768
H -1.7719 3.0657 -0.2536
H -1.6118 1.5421 -1.1285
H 0.1594 2.4131 1.2213
H 0.3256 0.8932 0.3027
H 1.7081 1.9884 -3.0452
H -0.0562 1.9553 -2.8370
H 0.9591 0.7001 -2.0687
H -6.4129 -0.3664 1.2336
H -5.8108 -0.3634 -0.4544
H -6.3965 1.1499 0.2740
*
```

These are the Mulliken partial charges, in e, on atoms 1 to 5:
1 C -1.0571
2 C -0.6681
3 C 0.1202
4 C -0.8352
5 O -0.1233

=====

ii:
This record from the Open Molecules 2025 dataset describes the molecule C14H28N2O4S. The level of theory is ωB97M-V/def2-TZVPD.

Calculated values
- Highest occupied orbital energy: -0.3439 Ha
- SMILES string: CCCS(=O)(=O)N1CCC[C@@H](C(=O)NCCCOCC)C1
- Molecular weight: 320.45 g/mol

Structure (ORCA input):
```
! RIJCOSX wB97M-V def2-TZVPD def2/J DEFGRID3
* xyz 0 1
C 3.0434 2.6626 1.4652
C 3.7088 2.6329 0.0945
C 4.3874 1.3074 -0.1921
S 3.1975 0.0755 -0.8023
O 3.9546 -1.0510 -1.2747
O 2.3036 0.7087 -1.7336
N 2.3164 -0.3161 0.5821
C 2.7988 -1.4751 1.3101
C 2.3621 -2.7993 0.6793
C 0.8550 -2.8173 0.4326
C 0.4679 -1.5954 -0.3983
C -1.0244 -1.5173 -0.6848
O -1.8726 -2.0260 0.0197
N -1.3067 -0.7964 -1.7914
C -2.6536 -0.4551 -2.1874
C -2.9547 1.0300 -1.9588
C -2.8911 1.4577 -0.4820
O -4.1198 1.4207 0.1949
C -4.6117 0.1303 0.5163
C -5.6127 0.2709 1.6538
C 0.8853 -0.3357 0.3736
H 3.7876 2.5508 2.2511
H 2.3226 1.8560 1.5542
H 2.5308 3.6097 1.6132
H 2.9634 2.7978 -0.6855
H 4.4449 3.4381 0.0330
H 5.1207 1.3837 -0.9912
H 4.8513 0.8707 0.6871
H 3.8876 -1.4126 1.3310
H 2.4182 -1.3951 2.3340
H 2.8879 -2.9136 -0.2697
H 2.6501 -3.6210 1.3366
H 0.5704 -3.7302 -0.0925
H 0.3071 -2.7921 1.3770
H 1.0239 -1.6026 -1.3419
H -0.5500 -0.3396 -2.2784
H -3.3174 -1.0887 -1.5980
H -2.7839 -0.6927 -3.2485
H -3.9491 1.2598 -2.3434
H -2.2294 1.6187 -2.5248
H -2.5841 2.5058 -0.4226
H -2.1451 0.8454 0.0471
H -5.1102 -0.3128 -0.3585
H -3.7841 -0.5272 0.8144
H -5.1254 0.6905 2.5296
H -6.0249 -0.7021 1.9053
H -6.4185 0.9363 1.3559
H 0.6300 0.5676 -0.1819
H 0.3922 -0.3125 1.3506
*
```

These are the Mulliken partial charges, in e, on atoms 1 to 5:
1 C -1.0247
2 C -0.3614
3 C -0.7061
4 S 1.1482
5 O -0.7177

=====

Stability, highest: i

=====

i:
This record from the Open Molecules 2025 dataset describes a structure of composition CH3NS2. The level of theory is ωB97M-V/def2-TZVPD.

Calculated values
- Highest occupied orbital energy: -0.3129 Ha
- Molecular weight: 93.18 g/mol

Structure (ORCA input):
```
! RIJCOSX wB97M-V def2-TZVPD def2/J DEFGRID3
* xyz 0 1
C 1.8009 -0.4153 0.4515
N -2.1535 0.0292 -0.3057
S 3.2925 -0.5194 -0.1346
S 0.7416 0.0611 -0.8495
H 1.4741 -0.2992 1.5084
H -2.4976 0.6592 0.4518
H -2.6580 0.4843 -1.1219
*
```

These are the Mulliken partial charges, in e, on atoms 1 to 5:
1 C -0.0215
2 N -0.4867
3 S -0.2045
4 S 0.0009
5 H 0.3062

=====

ii:
This record from the Open Molecules 2025 dataset describes the molecule CH3NS2. The level of theory is ωB97M-V/def2-TZVPD.

Calculated values
- Highest occupied orbital energy: -0.3241 Ha
- SMILES string: SN1CS1
- Molecular weight: 93.18 g/mol

Structure (ORCA input):
```
! RIJCOSX wB97M-V def2-TZVPD def2/J DEFGRID3
* xyz 0 1
S -1.5972 -0.9309 -0.1486
N -0.1520 -0.2810 0.5105
C 0.6897 0.6753 -0.2287
S 1.4742 -0.8944 -0.0275
H -1.9757 -0.8900 1.0825
H 0.3901 0.7428 -1.2945
H 1.1708 1.5783 0.1063
*
```

These are the Mulliken partial charges, in e, on atoms 1 to 5:
1 S -0.0851
2 N -0.1986
3 C -0.2857
4 S -0.1009
5 H 0.1635

=====

iii:
This record from the Open Molecules 2025 dataset describes a cluster of 2 separate species, CH3NS2 in total. The level of theory is ωB97M-V/def2-TZVPD.

Calculated values
- Highest occupied orbital energy: -0.3200 Ha
- Molecular weight: 93.18 g/mol

Structure (ORCA input):
```
! RIJCOSX wB97M-V def2-TZVPD def2/J DEFGRID3
* xyz 0 1
C 0.6515 0.2111 0.3288
N -0.1688 -0.6334 -0.4442
S -1.4379 -0.0613 -1.5677
S -1.7734 -1.2631 0.0540
H 1.0416 -0.4707 1.1024
H 1.5734 0.6984 -0.3142
H 0.1136 1.5190 0.8409
*
```

These are the Mulliken partial charges, in e, on atoms 1 to 5:
1 C -0.5196
2 N -0.0545
3 S -0.0646
4 S -0.0530
5 H 0.2655

=====

Stability, highest: ii